DFT (wB97M-V/def2-TZVPD) results for a structure of composition C41H90F6NOP3 at a distorted geometry.

Computed properties:
HOMO-LUMO gap = 3.7 eV
DFT total energy = -3368.44560 Eh
HOMO = -11.6 eV
Total charge = +2
Max |F| = 13.62 eV Å⁻¹

Last column: Mulliken charge in e.
CARTESIAN COORDINATES (ANGSTROEM)
C (-3.6280, 2.4373, 1.6435)  1.518
H (0.7647, 0.8476, -3.3128)  -0.245
C (-0.9063, -3.1222, -2.3276)  0.803
H (5.1683, -1.2640, 3.9254)  0.387
H (-4.4251, 3.5533, 3.3585)  0.425
H (0.7294, -3.3668, 2.8559)  0.605
H (3.3370, 0.9582, -4.8543)  0.366
P (3.4065, 0.0542, 3.6246)  0.777
P (-0.1314, 0.3166, -0.4305)  1.470
H (0.5745, 1.9369, 8.1498)  0.364
H (0.5003, -0.9338, 2.8661)  0.304
H (3.4377, 2.0343, 5.7076)  0.288
H (-3.4311, 3.1710, -2.1734)  0.490
C (2.6767, -1.4592, 2.7549)  -1.680
H (-5.2430, 3.6549, 1.7841)  0.466
H (-6.8931, 0.5450, 1.4935)  0.413
C (-3.6525, 2.6083, 0.1053)  -2.565
H (-2.4731, -0.8831, -3.5778)  1.116
H (-2.9797, 0.8104, -4.7729)  0.497
H (1.2102, 1.3433, 2.0918)  -0.997
H (-1.8229, -5.6631, -1.5956)  0.518
H (0.9903, -1.9977, -2.6532)  0.119
C (7.5336, -0.2730, 2.5869)  -0.723
C (5.9968, -0.0573, 2.4026)  -0.641
H (-1.1142, -0.1372, -2.7450)  -0.116
H (-2.1606, 3.1533, -4.1885)  0.660
H (-0.8174, -3.0587, -6.1236)  0.551
H (0.2124, -4.9291, -1.8490)  0.303
H (-1.1113, -1.4515, -6.7179)  0.516
H (1.2596, -0.7599, 1.3565)  -0.518
H (0.5838, 0.2326, -5.9181)  0.615
H (3.6619, 2.4680, 3.4339)  0.732
F (0.2261, -0.9788, 0.4826)  -0.365
H (0.5144, 1.6935, 6.4736)  0.254
H (5.5608, 0.3955, 4.5160)  0.646
H (1.7295, 5.5705, 2.4960)  0.412
H (4.2991, 0.7075, 6.4712)  0.266
C (1.3539, -3.4506, 0.7645)  -1.056
C (-3.1559, 2.1814, -2.5382)  0.081
H (2.4097, -3.7147, 0.8247)  0.465
H (-1.0509, 2.6223, -3.0663)  0.053
H (-2.7577, -3.9724, -7.0814)  0.349
H (3.6384, 1.6068, 1.9232)  0.619
C (-4.8131, 0.4142, -0.3537)  -2.143
H (-2.9664, -2.9033, -4.7137)  0.348
H (0.7806, -3.3013, -3.7623)  0.906
C (-2.0009, 1.0477, -4.3558)  -1.594
C (-1.9832, 2.3020, -3.5313)  -0.985
F (-0.4106, 1.0484, 0.9703)  -0.023
O (-4.2716, 0.7488, 3.3823)  -0.346
H (-0.3773, -2.5945, 1.7992)  0.146
H (7.9635, 0.5063, 1.9576)  0.387
H (2.5269, 0.3856, 8.0251)  0.429
H (3.3429, 0.9993, -2.2525)  0.130
C (1.5403, 0.3891, -3.9262)  0.649
F (-0.4918, 1.6491, -1.3180)  -0.692
C (-1.5817, -0.2722, -3.7204)  -0.451
C (-2.8024, -2.4475, -5.6901)  -0.312
C (1.2427, -1.4138, 2.2284)  0.638
H (2.3777, -0.9341, 5.7590)  0.703
H (1.4298, 4.6197, 3.9654)  0.345
H (-3.8052, -1.9903, 0.7728)  0.512
H (-3.7800, 1.7652, -1.7365)  -0.264
H (1.0022, 2.1759, 3.6661)  0.338
C (-4.2786, 3.7072, 2.2894)  -1.668
F (0.1724, -0.5715, -1.6793)  -0.940
H (7.8989, -0.1225, 3.6028)  0.362
C (-3.6921, -1.0809, 1.3630)  -1.837
H (9.0594, -1.3964, 1.6468)  0.337
H (-6.3928, -0.8128, 2.4898)  0.416
H (-2.7416, -2.0727, -8.6535)  0.342
H (-2.7136, -0.6860, 1.0894)  0.061
C (0.6900, -2.7455, 1.9612)  -0.895
H (0.4231, -3.8440, -0.6633)  -0.912
H (-4.2615, -2.8649, -8.8601)  0.398
H (8.1287, -2.2000, 3.0953)  0.330
P (-0.3326, -1.3861, -4.5377)  0.598
H (5.8540, 0.9984, 2.1719)  0.346
C (3.3098, 1.0599, 6.1793)  -0.551
F (-1.6498, -0.2988, -0.3989)  -0.096
C (-6.2073, -0.3006, 1.5457)  -1.774
C (1.8970, 4.6086, 2.9807)  -1.338
H (1.6161, 0.3736, 5.1031)  0.233
H (0.2984, 3.3709, 1.7784)  -0.182
H (-3.3662, -1.5193, -5.5964)  0.039
C (-2.1265, 2.1441, 2.0065)  -2.197
H (-0.8971, -5.8897, -0.2343)  0.473
H (-4.3114, -1.4153, -7.9420)  0.314
H (-4.3564, -3.4672, -6.3904)  0.355
C (-3.6822, -2.2821, -8.1440)  -1.201
C (2.6075, 1.4846, -4.2388)  -0.854
H (0.8240, -4.3966, 0.6529)  0.414
C (-1.3967, -5.0859, -0.7751)  -1.522
H (1.9318, -0.3694, -3.2484)  0.246
H (-2.6754, 0.8378, -0.7786)  0.403
C (2.6273, 0.0372, 5.3320)  -0.706
H (-5.7440, 0.9701, -0.4658)  0.520
H (1.9176, 3.5719, 1.1369)  0.188
H (2.7429, 2.7341, -2.5088)  0.199
H (3.1987, 1.9885, 8.0685)  0.420
F (1.3611, 0.6789, -0.3639)  -0.267
H (-1.3188, -2.2429, -1.8328)  -0.631
H (7.5825, -2.1553, 1.3963)  0.309
N (-4.3671, 1.1770, 2.0416)  0.747
H (-4.5357, 3.1588, -0.2186)  0.787
H (1.7259, -1.1196, -5.4489)  0.658
C (3.2846, 1.8734, -2.9011)  -0.946
H (1.1466, 3.1530, 7.1700)  0.368
H (2.2512, 2.3525, -4.7936)  0.437
H (-3.6358, -1.4502, 2.3869)  0.479
H (-2.9634, 3.3812, -0.2350)  0.781
H (-6.6029, -1.1222, 0.9486)  0.416
H (1.2097, -2.9740, -0.2051)  -0.026
C (-4.7638, 0.0107, 1.1280)  1.866
C (-0.3729, -4.1671, -1.3342)  0.540
C (1.6302, 2.0761, 2.7808)  0.810
H (-2.8200, 1.5888, -1.6873)  -1.400
H (3.3111, -1.5778, 1.8766)  0.571
H (-1.9122, 1.3199, 1.3261)  0.627
H (-2.0075, 1.7936, 3.0317)  0.454
H (4.2925, 2.2309, -3.1117)  0.511
C (-3.4259, -3.1414, -6.8554)  -0.726
H (-2.2770, -4.6877, -0.2704)  0.194
C (3.1214, 1.7018, 2.8781)  -1.137
C (8.1311, -1.6209, 2.1719)  -1.168
C (5.1732, -0.1999, 3.6893)  -0.953
C (-1.3031, -2.1151, -5.8748)  -0.790
H (-1.7407, -3.5929, -2.8475)  0.228
C (0.9793, -0.3965, -5.1207)  -1.306
H (-1.4160, 2.9313, 1.7543)  0.552
H (-1.4119, 1.2226, -5.2561)  0.695
C (0.2301, -2.5272, -3.2276)  -1.118
H (-3.8379, 4.6925, 2.1379)  0.293
C (1.1794, 2.0666, 7.2524)  -1.144
C (2.5277, 1.3423, 7.5027)  -0.796
H (2.9629, 4.5628, 3.2040)  0.332
C (-3.6686, 1.2867, -0.7635)  1.980
H (2.9309, -2.3199, 3.3735)  0.762
H (-4.9780, -0.4532, -0.9929)  0.487
C (1.3487, 3.4513, 2.0587)  0.170
H (-4.0199, 1.6789, -2.9730)  0.377
H (5.6831, -0.5699, 1.4933)  0.394